DFT (ωB97M-V/def2-TZVPD) results for a cluster of 13 separate species, C19H51BN14O29 in total.

Results
- HOMO: -9.39 eV

Last column: Mulliken charge in e.
Atoms and positions in Å:
C 2.4227 2.9154 -0.1141  -0.3004
O 1.0275 3.2346 -0.1048  -0.3832
B 0.4461 3.3700 -1.3412  0.3479
O 0.4183 4.6297 -1.9345  -0.6645
N -0.2420 2.2755 -2.0139  1.1732
C -0.4002 2.4268 -3.4801  -1.1377
C 0.1910 0.9984 -1.6089  0.1505
O 0.0977 0.5842 -0.4794  -0.6381
O 0.6899 0.2748 -2.6250  -0.3786
C 1.7781 -0.5953 -2.3205  0.1149
C 3.0010 -0.2768 -3.1765  -0.2964
O 3.8954 -1.0839 -3.2092  -0.5851
N 3.0117 0.9643 -3.8745  0.7142
C 4.0988 1.8563 -3.4343  -1.2027
C 2.9747 0.7672 -5.3196  -1.2250
H 2.7110 2.4071 -1.0405  -0.1823
H 3.0150 3.8253 -0.0026  0.2956
H 2.6200 2.2484 0.7238  0.2250
H 0.9802 4.7116 -2.7112  0.3200
H -0.9915 1.6027 -3.8700  0.2976
H -0.9373 3.3550 -3.6726  0.3669
H 0.5604 2.4734 -3.9961  0.2430
H 2.0787 -0.5129 -1.2750  0.3339
H 1.4676 -1.6147 -2.5511  0.2793
H 4.5875 1.4709 -2.5376  0.4102
H 3.6790 2.8320 -3.1617  0.2027
H 4.8527 2.0308 -4.2019  0.4847
H 2.9017 1.7368 -5.8132  0.3891
H 3.8521 0.2342 -5.7026  0.3944
H 2.0783 0.2017 -5.5858  0.3264
C -0.5081 -1.5284 1.9864  -0.6397
N -1.0324 -2.8345 2.4491  1.0799
O -2.1424 -2.8790 2.9303  -0.6025
O -0.3000 -3.7976 2.3027  -0.5416
H -1.2533 -0.7672 2.1852  0.3236
H 0.4079 -1.3334 2.5325  0.2736
H -0.3152 -1.6130 0.9192  0.1756
C -1.3423 -4.9026 -0.4172  -0.4966
N -0.4399 -4.8470 -1.5988  1.0544
O 0.0471 -3.7780 -1.8963  -0.5545
O -0.2435 -5.8893 -2.1925  -0.5912
H -1.4174 -3.9056 -0.0092  -0.0524
H -2.3099 -5.2601 -0.7563  0.2921
H -0.9028 -5.5914 0.2965  0.2927
C -0.1552 0.1288 6.3819  -0.7304
N 0.6510 0.1265 5.1308  0.9178
O 1.1188 1.1778 4.7531  -0.5694
O 0.7885 -0.9362 4.5595  -0.5495
H -0.1801 1.1425 6.7656  0.2468
H -1.1473 -0.2314 6.1258  0.2985
H 0.3297 -0.5501 7.0766  0.2981
C -2.0619 -7.7764 -4.1778  -0.6863
N -3.3326 -8.4067 -3.7297  0.8787
O -4.0817 -8.8519 -4.5750  -0.5356
O -3.5440 -8.4326 -2.5350  -0.5154
H -2.0200 -7.8264 -5.2589  0.3291
H -2.0646 -6.7504 -3.8257  0.2379
H -1.2467 -8.3274 -3.7201  0.2916
C -6.8287 -7.9631 -3.5170  -0.6564
N -8.0152 -7.0623 -3.5094  0.8714
O -8.4928 -6.7421 -4.5775  -0.5268
O -8.4270 -6.7059 -2.4254  -0.5316
H -6.5786 -8.1951 -4.5429  0.3286
H -6.0197 -7.4400 -3.0185  0.2282
H -7.0962 -8.8566 -2.9623  0.2810
C -2.7366 3.9868 -0.2886  -0.7022
N -4.0236 4.2751 0.3981  0.9456
O -4.4077 3.4780 1.2314  -0.5404
O -4.6125 5.2805 0.0660  -0.5582
H -2.3487 3.0563 0.1101  0.1954
H -2.9449 3.9010 -1.3513  0.3162
H -2.0550 4.8096 -0.0925  0.3407
C -3.3724 0.2719 -0.9078  -0.6065
N -3.0799 -0.8915 -1.7863  1.0776
O -2.8522 -0.6740 -2.9564  -0.5697
O -3.0892 -1.9876 -1.2683  -0.6043
H -3.3329 1.1670 -1.5175  0.1563
H -4.3613 0.1260 -0.4819  0.4182
H -2.6104 0.2873 -0.1330  0.1031
C 1.6145 4.4538 5.3616  -0.4107
N 1.2429 4.6596 6.7871  0.9907
O 0.7530 3.7292 7.3913  -0.5403
O 1.4606 5.7564 7.2608  -0.6088
H 1.3622 3.4363 5.0942  0.0583
H 1.0532 5.1731 4.7728  0.2933
H 2.6820 4.6367 5.2755  0.2653
C 4.3635 6.3958 8.8672  -0.5477
N 5.1451 6.4202 7.6021  0.8799
O 5.6141 7.4758 7.2389  -0.5275
O 5.2508 5.3658 7.0073  -0.5260
H 4.3421 7.3972 9.2793  0.2937
H 3.3680 6.0496 8.6108  0.1667
H 4.8523 5.6999 9.5422  0.2686
C 8.9746 3.2235 -4.3796  -0.7192
N 7.5713 3.0883 -3.9032  0.8544
O 6.6904 3.0066 -4.7358  -0.5299
O 7.3955 3.0674 -2.7051  -0.5125
H 8.9673 3.2261 -5.4625  0.3184
H 9.3610 4.1557 -3.9797  0.2794
H 9.5312 2.3790 -3.9854  0.2832
C -7.5863 3.2336 -0.6860  -0.6094
N -7.2512 2.0658 -1.5458  0.8901
O -7.0203 2.2704 -2.7184  -0.5297
O -7.2167 0.9795 -1.0057  -0.5193
H -7.5671 4.1272 -1.2977  0.2952
H -8.5727 3.0676 -0.2646  0.2858
H -6.8347 3.2778 0.0981  0.1934
C 2.3861 -5.1168 3.6164  -0.5285
N 3.3119 -5.4596 4.7308  0.8824
O 3.1052 -6.4822 5.3482  -0.5291
O 4.2173 -4.6817 4.9476  -0.5316
H 1.6344 -5.8927 3.5428  0.3067
H 1.9365 -4.1567 3.8482  0.1125
H 2.9797 -5.0517 2.7099  0.2850

***

DFT (ωB97M-V/def2-TZVPD) results for a cluster of 7 separate species, C19H51NO20S6 in total.

Results
- Multiplicity: 2
- HOMO (alpha / beta): -0.48 / -4.78 eV
- Relative energy (zero: lowest compared OMol25 entry of this formula, charge and spin): 2.9 kcal/mol
- Total charge: -1
- ⟨S²⟩: 0.7531

Last column: Löwdin spin population.
Atoms and positions in Å:
O -2.3602 -1.5559 3.2714  0.0039
S -3.4333 -2.3452 3.7894  0.0026
O -4.3554 -3.0906 2.9107  0.0010
O -2.7983 -3.3403 4.9865  0.0015
C -3.7153 -4.3277 5.4604  0.0006
C -3.0613 -5.3801 6.3386  0.0005
C -4.5292 -1.2982 4.8456  0.0028
H -4.1815 -4.8188 4.6063  0.0001
H -4.5245 -3.7975 5.9627  0.0001
H -2.7961 -4.9859 7.3197  0.0001
H -2.1093 -5.8235 6.0465  0.0001
H -3.7499 -6.2125 6.4840  0.0001
H -5.0873 -0.6159 4.2045  0.0004
H -3.9057 -0.8707 5.6309  0.0006
H -5.2906 -1.8951 5.3477  0.0003
O 7.6501 -1.8415 -3.9669  0.0000
S 6.2212 -1.8687 -3.7727  0.0003
O 5.4477 -3.0631 -4.1781  0.0001
O 5.9062 -1.6013 -2.1319  0.0004
C 4.6103 -1.5796 -1.6375  0.0016
C 4.3815 -2.7746 -0.6824  0.0019
C 5.4353 -0.4252 -4.5271  0.0002
H 3.8937 -1.5622 -2.4586  0.0008
H 4.4823 -0.6864 -1.0261  0.0013
H 3.3038 -2.8660 -0.5468  0.0013
H 4.8826 -2.6370 0.2757  0.0002
H 4.6438 -3.7466 -1.1001  0.0001
H 4.4345 -0.7681 -4.7898  0.0002
H 5.9243 -0.0369 -5.4205  0.0000
H 5.4099 0.2879 -3.7031  0.0000
O -1.5321 0.6897 -8.5166  0.0000
S -1.1688 -0.6161 -8.0032  0.0002
O 0.0774 -1.2994 -8.3858  0.0000
O -1.1344 -0.4619 -6.3479  0.0004
C -0.5511 -1.4364 -5.5522  0.0006
C -1.1510 -1.2649 -4.1392  0.0026
C -2.6696 -1.7710 -8.2496  0.0000
H 0.5250 -1.2930 -5.4537  0.0003
H -0.7205 -2.3759 -6.0781  0.0000
H -0.7354 -2.0208 -3.4729  0.0015
H -2.2214 -1.3458 -4.3287  0.0000
H -0.8275 -0.2480 -3.9168  0.0018
H -3.5980 -1.2568 -8.0013  0.0000
H -2.5377 -2.6012 -7.5558  0.0000
H -2.6345 -2.0397 -9.3054  0.0000
O 3.1202 2.9424 -0.2301  0.0023
S 3.4590 4.0102 -1.1587  0.0016
O 4.2971 3.6996 -2.3019  0.0003
O 2.0950 4.7553 -1.6945  0.0004
C 1.0460 4.8895 -0.7703  0.0004
C 0.0131 3.7464 -0.7386  0.0037
C 4.2306 5.4526 -0.2325  0.0004
H 0.4664 5.7084 -1.1964  0.0001
H 1.3239 5.1703 0.2456  0.0001
H -0.8165 3.9029 -0.0492  0.0001
H 0.3677 2.7299 -0.5676  0.0040
H -0.3442 3.6839 -1.7665  0.0006
H 3.4512 5.8482 0.4187  0.0000
H 4.5393 6.2365 -0.9241  0.0001
H 4.9822 4.9856 0.4040  0.0000
O 1.7402 4.2600 6.5161  0.0000
S 2.4263 3.4154 5.5554  0.0009
O 3.8162 2.9962 5.6535  0.0001
O 1.4075 2.0982 5.2933  0.0012
C 1.7623 1.2059 4.2795  0.0021
C 0.9993 -0.0489 4.5839  0.0062
C 2.2210 4.2881 3.9519  0.0002
H 2.8382 1.0352 4.2442  0.0002
H 1.3122 1.7187 3.4295  0.0011
H 1.1981 -0.4326 5.5846  0.0005
H 1.1931 -0.8535 3.8745  0.0036
H -0.0823 0.0818 4.6168  0.0016
H 1.3141 3.9361 3.4603  0.0002
H 3.0627 3.9112 3.3709  0.0001
H 2.2549 5.3498 4.1967  0.0000
O -4.6280 -0.4503 -2.4356  0.0002
S -4.0016 -1.1086 -1.3224  0.0025
O -3.2370 -2.3375 -1.4547  0.0020
O -3.0919 -0.0635 -0.4840  0.0046
C -3.4720 1.2926 -0.3667  0.0008
C -3.0589 1.7664 1.0295  0.0029
C -5.3242 -1.3502 0.0423  0.0003
H -4.5457 1.3505 -0.5459  0.0001
H -3.0502 1.9122 -1.1581  0.0005
H -1.9995 1.6783 1.2706  0.0026
H -3.6271 1.2287 1.7885  0.0007
H -3.3126 2.8004 1.2629  0.0004
H -6.2905 -1.3223 -0.4614  0.0000
H -5.2952 -0.4779 0.6952  0.0001
H -5.1669 -2.3181 0.5183  0.0001
C -0.3233 -1.5464 0.1735  0.0298
N 0.6544 -0.7181 0.8598  0.3909
O 0.2915 0.4035 1.1338  0.2115
O 1.6833 -1.2673 1.1687  0.2588
H -1.2643 -1.5500 0.7236  0.0119
H 0.1051 -2.5471 0.1168  0.0029
H -0.5902 -1.2301 -0.8349  0.0136

***

DFT (ωB97M-V/def2-TZVPD) results for a structure of composition C19H52AlFNO9.

Results
- HOMO: -4.78 eV
- Total charge: -1

Last column: Mulliken charge in e.
Atoms and positions in Å:
C -6.0871 1.6849 -0.7427  -1.0102
C -5.6588 0.4100 0.0136  -0.4259
C -4.6150 -0.4218 -0.7362  0.0645
O -3.8280 -1.1814 0.1353  -0.3772
Al -2.0675 -0.7916 0.0469  -0.0822
C -1.4779 -0.7828 -1.9276  -0.6968
O -1.6666 0.4592 -2.7011  -0.2397
N -1.5514 1.5601 -1.9367  0.3617
O -1.9446 2.5282 -2.5020  -0.5092
C -1.0431 -2.2534 1.0300  -0.8647
C -0.3831 -1.8956 2.3486  0.5927
C 1.1331 -1.7406 2.2606  -1.1200
F -0.8629 -0.6538 2.8611  -0.3312
H -5.4964 1.8204 -1.6493  0.3023
H -7.1342 1.6483 -1.0398  0.3136
H -5.9251 2.5694 -0.1297  0.2373
H -5.2269 0.6651 0.9791  0.2481
H -6.5465 -0.1939 0.2122  0.3317
H -5.1155 -1.0779 -1.4643  0.1556
H -4.0144 0.2935 -1.3209  -0.1609
H -1.8902 0.6696 0.6980  -0.1524
H -2.1380 -1.4767 -2.4544  0.3064
H -0.4583 -1.1321 -2.1080  0.4698
H -1.7317 -3.0902 1.1785  0.4182
H -0.2677 -2.6352 0.3595  0.3430
H -0.6487 -2.6020 3.1401  0.0105
H 1.5450 -1.8205 3.2634  0.2302
H 1.3166 -0.7362 1.8871  0.1738
H 1.5431 -2.4895 1.5892  0.3243
C -0.9738 4.2560 0.9816  -0.8151
C -2.4901 4.2044 0.9528  -0.1147
O -3.0212 4.8740 -0.1919  -0.5793
H -0.6313 5.2939 0.9785  0.3269
H -0.5870 3.7545 1.8696  0.1209
H -0.5556 3.7582 0.1047  0.2705
H -2.9017 4.7175 1.8231  0.3967
H -2.8255 3.1631 0.9773  0.0668
H -2.6789 4.4242 -0.9741  0.3233
C 2.3814 3.1736 3.2129  -1.0464
C 2.2989 1.6656 3.0581  -0.0538
O 2.4999 1.2780 1.7039  -0.4880
H 1.6447 3.6560 2.5712  0.1810
H 2.2038 3.4855 4.2441  0.3083
H 3.3688 3.5365 2.9127  0.3853
H 1.3090 1.3002 3.3289  0.2124
H 3.0319 1.1685 3.7044  0.2936
H 3.3710 1.5792 1.4285  0.2496
C 0.4171 0.8593 -5.3848  -0.7946
C 1.9060 1.1426 -5.3173  -0.0953
O 2.6518 0.0141 -4.8612  -0.5439
H 0.0295 0.5673 -4.4111  0.1448
H -0.1335 1.7394 -5.7227  0.2508
H 0.2132 0.0409 -6.0821  0.3613
H 2.1140 1.9485 -4.6164  0.1578
H 2.2814 1.4544 -6.2996  0.2237
H 2.4856 -0.7109 -5.4710  0.2988
C 1.3090 -4.6189 6.7079  -1.1998
C 1.0285 -3.9392 5.3795  -0.0460
O 2.2202 -3.5136 4.7322  -0.4866
H 1.8567 -3.9463 7.3695  0.2991
H 0.3806 -4.9148 7.1998  0.3529
H 1.9189 -5.5136 6.5599  0.2967
H 0.4309 -3.0402 5.5268  0.3228
H 0.4665 -4.6113 4.7219  0.2457
H 2.7622 -4.2937 4.5708  0.2180
C 0.8405 4.8042 -6.7360  -0.9297
C 1.5734 5.0706 -5.4347  -0.2396
O 2.8910 4.5282 -5.4390  -0.4953
H 0.7900 3.7322 -6.9289  0.1722
H -0.1753 5.2000 -6.7001  0.3099
H 1.3607 5.2717 -7.5765  0.3783
H 1.0582 4.5920 -4.6031  0.2240
H 1.6118 6.1462 -5.2305  0.3176
H 3.3849 4.9368 -6.1561  0.2781
C 2.7008 -6.8999 1.1122  -1.0680
C 3.6420 -6.1152 2.0045  -0.0789
O 3.5534 -6.5229 3.3708  -0.5086
H 1.6721 -6.7857 1.4539  0.2682
H 2.7642 -6.5534 0.0803  0.3171
H 2.9462 -7.9653 1.1312  0.3663
H 3.3831 -5.0574 1.9929  0.1900
H 4.6751 -6.2146 1.6550  0.2648
H 3.7873 -7.4541 3.4251  0.2765

***

| no. | E (hartree) |
| --- | --- |
| 1 | -3726.9062 |
| 2 | -4702.9262 |
| 3 | -1829.2557 |